Below is a single C22H27ClN2O5S2 molecule, with properties calculated with ωB97M-V with the def2-TZVPD basis set.

Each line ends with the Löwdin charge.
Atoms and positions in Å:
O (2.614, 1.375, -1.073)  -0.278
S (1.327, 1.972, -1.284)  0.680
O (1.245, 3.405, -1.350)  -0.278
C (0.229, 1.385, 0.001)  -0.261
C (-0.535, 2.222, 0.792)  -0.025
C (-1.345, 1.686, 1.779)  0.022
C (-1.377, 0.302, 1.977)  -0.237
O (-2.185, -0.325, 2.854)  0.039
C (-2.538, 0.253, 4.050)  -0.236
C (-1.680, 1.069, 4.779)  -0.006
C (-2.079, 1.565, 6.006)  -0.093
C (-3.330, 1.241, 6.505)  -0.681
Cl (-3.827, 1.869, 8.035)  0.672
C (-4.183, 0.411, 5.793)  -0.095
C (-3.786, -0.081, 4.566)  0.016
C (-0.592, -0.522, 1.170)  -0.136
S (-0.611, -2.295, 1.504)  0.688
O (-1.873, -2.817, 1.072)  -0.261
O (-0.199, -2.467, 2.866)  -0.258
N (0.568, -2.852, 0.502)  -0.267
C (1.917, -3.028, 0.980)  -0.186
C (2.916, -2.571, -0.084)  -0.166
C (2.646, -3.304, -1.398)  -0.196
C (1.196, -3.100, -1.835)  -0.171
C (0.251, -3.549, -0.719)  -0.187
C (0.200, 0.017, 0.186)  -0.024
N (0.635, 1.200, -2.598)  -0.241
C (1.547, 0.819, -3.659)  -0.209
C (1.884, 1.997, -4.569)  -0.173
C (0.597, 2.598, -5.131)  -0.196
C (-0.314, 3.021, -3.981)  -0.179
C (-0.585, 1.826, -3.066)  -0.195
H (-0.488, 3.287, 0.625)  0.121
H (-1.960, 2.329, 2.391)  0.128
H (-0.696, 1.297, 4.397)  0.126
H (-1.416, 2.195, 6.577)  0.108
H (-5.150, 0.155, 6.197)  0.108
H (-4.425, -0.736, 3.995)  0.127
H (2.012, -2.452, 1.899)  0.119
H (2.094, -4.088, 1.216)  0.134
H (2.836, -1.493, -0.238)  0.101
H (3.928, -2.784, 0.263)  0.116
H (3.324, -2.942, -2.172)  0.110
H (2.831, -4.372, -1.259)  0.113
H (1.026, -2.046, -2.064)  0.097
H (0.988, -3.680, -2.736)  0.114
H (-0.790, -3.329, -0.953)  0.116
H (0.353, -4.634, -0.570)  0.134
H (0.812, -0.614, -0.434)  0.091
H (2.444, 0.433, -3.173)  0.109
H (1.071, 0.015, -4.232)  0.129
H (2.412, 2.750, -3.980)  0.117
H (2.539, 1.663, -5.376)  0.114
H (0.827, 3.458, -5.761)  0.111
H (0.088, 1.853, -5.749)  0.113
H (-1.260, 3.408, -4.362)  0.114
H (0.175, 3.800, -3.396)  0.100
H (-1.144, 2.136, -2.180)  0.117
H (-1.164, 1.063, -3.596)  0.132

Results
highest occupied orbital energy	-8.77	eV
SMILES string	O=S(=O)(c1ccc(Oc2ccc(Cl)cc2)c(S(=O)(=O)N2CCCCC2)c1)N1CCCCC1
frontier orbital gap	9.13	eV
DFT total energy	-70662.342	eV
energy above the lowest of the compared OMol25 structures with the same formula, charge and spin	0.0	kJ/mol



Below is a molecular structure, C27H26NO2PtS2, with properties calculated with ωB97M-V with the def2-TZVPD basis set.

Each line ends with the Löwdin charge.
Atoms and positions in Å:
Pt (0.137, -0.900, -2.149)  1.167
O (2.212, -1.671, -2.176)  -0.649
S (3.275, -1.792, -1.084)  1.064
C (2.500, -2.909, 0.122)  -0.302
C (2.756, -2.640, 1.603)  -0.207
C (1.607, -1.873, 2.270)  -0.200
C (0.300, -2.674, 2.339)  -0.304
S (-1.034, -2.105, 1.253)  1.046
O (-0.436, -1.949, -0.127)  -0.646
C (-1.249, -0.451, 1.889)  -0.378
C (-1.223, 0.598, 0.985)  -0.075
C (-1.477, 1.887, 1.435)  -0.054
C (-1.756, 2.113, 2.775)  -0.057
C (-1.795, 1.048, 3.670)  -0.057
C (-1.553, -0.243, 3.229)  -0.073
C (3.336, -0.257, -0.178)  -0.399
C (2.227, 0.566, -0.103)  -0.110
C (2.309, 1.760, 0.595)  -0.047
C (3.499, 2.110, 1.223)  -0.050
C (4.610, 1.280, 1.136)  -0.055
C (4.540, 0.094, 0.420)  -0.083
H (2.833, -3.900, -0.189)  0.098
H (1.445, -2.809, -0.127)  0.047
H (3.679, -2.074, 1.748)  0.104
H (2.905, -3.594, 2.113)  0.122
H (1.439, -0.930, 1.745)  0.092
H (1.910, -1.607, 3.283)  0.125
H (-0.146, -2.660, 3.335)  0.087
H (0.433, -3.722, 2.058)  0.101
H (-1.011, 0.411, -0.059)  0.060
H (-1.463, 2.710, 0.729)  0.111
H (-1.955, 3.117, 3.125)  0.113
H (-2.023, 1.223, 4.713)  0.114
H (-1.613, -1.070, 3.928)  0.112
H (1.313, 0.259, -0.607)  0.032
H (1.447, 2.415, 0.640)  0.108
H (3.563, 3.039, 1.777)  0.114
H (5.539, 1.566, 1.613)  0.115
H (5.412, -0.543, 0.322)  0.119
C (-4.203, -2.156, -2.332)  -0.039
C (-4.848, -0.929, -2.406)  -0.033
C (-4.102, 0.234, -2.430)  0.012
C (-2.715, 0.160, -2.372)  -0.223
N (-2.110, -1.035, -2.300)  -0.027
C (-2.824, -2.161, -2.283)  -0.113
C (-1.805, 1.323, -2.424)  -0.223
C (-2.254, 2.641, -2.417)  -0.031
C (-1.350, 3.685, -2.548)  -0.073
C (0.005, 3.415, -2.691)  -0.070
C (0.462, 2.101, -2.649)  -0.116
C (-0.437, 1.052, -2.509)  -0.254
H (-4.751, -3.087, -2.316)  0.114
H (-5.928, -0.880, -2.453)  0.119
H (-4.592, 1.194, -2.506)  0.113
H (-2.263, -3.085, -2.231)  0.117
H (-3.307, 2.863, -2.303)  0.108
H (-1.704, 4.707, -2.546)  0.109
H (0.710, 4.225, -2.830)  0.109
H (1.526, 1.907, -2.728)  0.100

Results
highest occupied orbital energy (spin up / spin down)	-10.06 / -11.19	eV
multiplicity	3
frontier orbital gap (spin up / spin down)	7.62 / 6.95	eV
DFT total energy	-58914.769	eV
net charge	+1



Below is a molecular structure, C4H6N2O, with properties calculated with ωB97M-V with the def2-TZVPD basis set.

Each line ends with the Löwdin charge.
Atoms and positions in Å:
C (-0.411, 1.236, -0.434)  -0.072
C (-1.312, 0.032, -0.150)  -0.412
C (0.775, 0.289, -0.643)  -0.458
C (-0.044, -1.640, 1.174)  0.104
N (-0.226, -0.898, 0.150)  -0.027
N (2.030, 0.378, -0.435)  0.058
O (-2.454, -0.052, 0.217)  0.128
H (2.336, 1.350, -0.395)  0.038
H (-0.692, 1.787, -1.328)  0.112
H (-0.305, 1.866, 0.457)  0.126
H (0.089, -0.304, -1.698)  0.208
H (-0.635, -2.545, 1.303)  0.098
H (0.849, -1.499, 1.782)  0.098

Results
highest occupied orbital energy (spin up / spin down)	-8.28 / -8.28	eV
frontier orbital gap (spin up / spin down)	7.40 / 7.41	eV
DFT total energy	-9267.663	eV
energy above the lowest of the compared OMol25 structures with the same formula, charge and spin	563.4	kJ/mol



Below is a molecular structure, C5H8N2, with properties calculated with ωB97M-V with the def2-TZVPD basis set.

Each line ends with the Löwdin charge.
Atoms and positions in Å:
C (-1.966, -0.570, -1.107)  -0.020
N (-0.682, -0.146, -0.564)  -0.168
C (0.089, 0.837, -1.110)  -0.155
C (1.282, 1.050, -0.404)  -0.076
C (1.050, 0.138, 0.784)  -0.430
N (1.984, -0.090, 1.838)  0.045
C (-0.143, -0.576, 0.613)  -0.046
H (-1.924, -0.496, -2.196)  0.092
H (-2.174, -1.606, -0.828)  0.091
H (-2.775, 0.072, -0.741)  0.096
H (-0.221, 1.295, -2.045)  0.106
H (0.928, 1.519, 0.752)  0.183
H (2.821, 0.472, 1.672)  0.079
H (2.296, -1.058, 1.762)  0.082
H (-0.618, -1.350, 1.207)  0.123

Results
highest occupied orbital energy	-8.21	eV
frontier orbital gap	9.01	eV
DFT total energy	-8291.186	eV
energy above the lowest of the compared OMol25 structures with the same formula, charge and spin	367.7	kJ/mol



Among the records above, which one has the lowest DFT total energy?
C22H27ClN2O5S2